Record 1
Computed, not measured: a single C5H6O molecule in a non-equilibrium geometry, with the ωB97M-V functional and the def2-TZVPD basis.

Output
2S+1: 1

```
12
Properties=species:S:1:pos:R:3:forces:R:3:mulliken_charge:R:1
C -0.54336 1.63131 0.55688 -0.211 0.023 0.004 -1.1082
C -0.26584 0.24439 0.06729 -0.565 -0.110 -0.060 0.6595
C 1.06624 -0.29099 0.04438 -0.815 -0.530 0.425 -0.4175
C 0.97330 -1.49341 -0.60527 -0.096 -0.131 0.223 -0.1769
O -0.31425 -1.76613 -0.89229 -0.098 0.030 -0.397 -0.3114
C -1.06370 -0.72955 -0.40349 -0.354 0.276 -0.367 -0.5101
H 0.32888 2.07013 1.06110 -0.206 -0.304 -0.080 0.3075
H -0.73853 2.26037 -0.31780 -0.060 0.034 0.188 0.2530
H -1.40446 1.68716 1.22457 0.001 0.045 -0.051 0.3243
H 1.27061 -0.19425 1.09524 2.605 0.508 0.113 0.1859
H 1.67943 -2.23025 -0.97312 -0.109 0.118 0.433 0.3825
H -2.12696 -0.88280 -0.36975 -0.093 0.041 -0.430 0.4113
```
Forces are in eV/Å.

Record 2
Computed, not measured: a single C5H6O molecule in a non-equilibrium geometry, with the ωB97M-V functional and the def2-TZVPD basis.

Output
2S+1: 1

```
12
Properties=species:S:1:pos:R:3:forces:R:3:mulliken_charge:R:1
C 1.01312 -0.44330 -0.57136 2.407 2.393 2.725 -0.6152
C 0.56019 1.05657 0.16377 -1.148 -4.021 -4.863 -0.6207
C -1.03433 0.45042 -0.37682 -1.222 2.591 2.104 -0.4852
O -1.22421 -0.89882 -0.61738 1.123 -0.646 -0.820 -0.4405
C -0.07427 -1.05526 0.27077 -0.587 -0.137 0.278 -0.0820
C -0.38938 0.32220 0.94393 -1.331 -0.968 0.986 -0.1829
H 1.98138 -0.41314 -0.12554 0.974 -1.319 0.230 0.3382
H 1.06123 -0.79805 -1.58165 -0.305 0.662 -0.762 0.3026
H 0.60645 2.10169 0.06454 0.551 1.014 -0.560 0.4118
H -1.71367 1.15214 -0.80759 -0.306 0.362 0.110 0.4694
H -0.00822 -2.03800 0.73140 0.059 0.076 -0.089 0.4641
H -0.77831 0.56356 1.90593 -0.216 -0.007 0.661 0.4404
```
Forces are in eV/Å.

Record 3
Computed, not measured: a single C5H6O molecule, with the ωB97M-V functional and the def2-TZVPD basis.

Output
2S+1: 1

```
12
Properties=species:S:1:pos:R:3:forces:R:3:mulliken_charge:R:1
C -1.96540 0.45751 -0.13158 -0.001 0.125 -0.082 -0.9781
C -0.98816 -0.64443 -0.28455 -0.363 0.008 0.132 -0.1099
C 0.35861 -0.59256 -0.05651 0.321 0.109 -0.005 0.0240
C 1.33995 0.37740 -0.24116 -0.562 -0.434 0.280 -0.3456
C 2.55011 0.46844 0.52231 -0.023 0.353 0.222 0.1175
O 2.75402 1.38075 1.31091 -0.012 -0.410 -0.192 -0.4956
H -2.14034 0.53581 0.95254 -0.047 0.128 -0.184 0.2695
H -1.57783 1.42634 -0.46265 0.015 -0.121 0.000 0.3451
H -2.93259 0.22647 -0.58660 0.218 0.094 -0.056 0.2998
H -1.41698 -1.64557 -0.35842 0.066 0.155 0.276 0.3206
H 0.62635 -1.55160 0.39848 0.649 -0.163 -0.319 0.2474
H 3.34085 -0.29652 0.30888 -0.261 0.154 -0.072 0.3052
```
Forces are in eV/Å.

Record 4
Computed, not measured: a single C5H6O molecule, with the ωB97M-V functional and the def2-TZVPD basis.

Output
2S+1: 1

```
12
Properties=species:S:1:pos:R:3:forces:R:3:mulliken_charge:R:1
C 2.10441 -0.41454 1.22350 0.070 -0.197 0.153 -0.4201
C 2.06445 -0.26773 -0.10751 -0.218 -0.186 0.303 -0.5735
C 0.81757 -0.13307 -0.62417 -0.149 0.225 0.102 0.5300
O 0.19937 0.09262 -1.75744 0.112 0.260 0.159 -0.4009
C -0.46077 0.51531 -0.43712 -0.225 0.324 -0.387 0.2024
C -1.85674 -0.03746 -0.40635 -0.019 -0.060 0.007 -1.0779
H 1.20771 -0.70396 1.77413 0.274 -0.549 0.168 0.2311
H 2.98006 -0.20033 1.82840 0.004 0.166 -0.093 0.2562
H -0.38763 1.56506 -0.15563 -0.046 0.121 -0.640 0.3193
H -2.42490 0.25333 0.48190 0.261 -0.062 -0.017 0.3382
H -1.91346 -1.11811 -0.55319 0.142 0.137 0.105 0.3066
H -2.33006 0.44887 -1.26652 -0.207 -0.180 0.137 0.2888
```
Forces are in eV/Å.

Record 5
Computed, not measured: a single C5H6O molecule in a non-equilibrium geometry, with the ωB97M-V functional and the def2-TZVPD basis.

Output
2S+1: 1

```
12
Properties=species:S:1:pos:R:3:forces:R:3:mulliken_charge:R:1
C 0.05209 -1.95359 -0.91061 0.048 -0.928 0.211 -0.3554
C -1.09590 -1.65410 -1.40154 -0.492 0.047 -0.237 -0.3777
C 0.56634 -0.65318 -0.28609 0.228 -1.944 0.475 -0.0908
C -0.29601 0.26085 0.46510 -1.213 0.640 -0.471 0.2665
C -0.11391 1.75841 0.45395 -1.518 -0.207 0.914 -1.0532
O 0.57864 -0.57862 1.16052 0.654 -0.196 -0.411 -0.4733
H 0.50914 -2.97756 -0.98668 -0.094 1.400 0.287 0.3177
H -1.35524 0.03433 0.67173 0.531 -0.483 -0.498 0.4981
H 1.51909 -0.43595 -0.75520 -0.129 0.930 0.131 0.3950
H 0.21031 1.94774 1.48163 0.247 0.596 -0.202 0.2792
H -1.20010 2.17712 0.39788 2.253 -0.201 -0.469 0.2596
H 0.62556 2.07456 -0.29069 -0.515 0.344 0.270 0.3344
```
Forces are in eV/Å.

Record 6
Computed, not measured: a single C5H6O molecule, with the ωB97M-V functional and the def2-TZVPD basis.

Output
2S+1: 1

```
12
Properties=species:S:1:pos:R:3:forces:R:3:mulliken_charge:R:1
C 0.05680 -0.00636 1.71755 0.311 0.078 0.402 -0.9956
C -0.31524 -0.05598 0.01295 -0.241 -0.117 0.100 0.6259
C -1.28403 -0.57962 0.70538 0.155 0.238 -0.340 -0.2897
O -0.63636 -0.62249 -2.70068 0.329 0.172 0.126 -0.5308
C 0.37280 -0.08246 -2.28383 -0.167 -0.079 -0.090 -0.1251
C 0.62559 0.26402 -0.89428 -0.064 -0.036 0.011 -0.5148
H -0.65540 0.01884 2.54428 0.066 0.002 -0.080 0.3294
H 0.50232 0.99520 1.67342 -0.109 -0.144 -0.056 0.3711
H 0.80166 -0.77880 1.89405 -0.156 0.095 -0.061 0.2518
H -2.21772 -0.08965 0.95945 0.109 -0.087 -0.025 0.2216
H 1.19471 0.19118 -2.97735 -0.099 -0.050 0.034 0.3167
H 1.54130 0.76546 -0.60557 -0.133 -0.073 -0.022 0.3395
```
Forces are in eV/Å.

Record 7
Computed, not measured: a single C5H6O molecule, with the ωB97M-V functional and the def2-TZVPD basis.

Output
2S+1: 1

```
12
Properties=species:S:1:pos:R:3:forces:R:3:mulliken_charge:R:1
C 1.51829 1.68137 -1.40619 0.021 0.043 -0.040 -1.2863
C 0.71745 0.63815 -0.76557 -0.251 -0.394 0.252 1.2023
C 0.06402 -0.22517 -0.23489 0.243 0.355 -0.216 -0.6225
C -0.71490 -1.29475 0.36090 0.158 -0.079 -0.213 -0.1707
C -0.54413 -1.67641 1.76972 0.218 -0.141 0.145 -0.3850
O -1.68109 -0.94735 1.34605 -0.185 0.108 0.036 -0.4056
H 1.51992 2.59581 -0.80567 -0.030 -0.129 -0.063 0.2965
H 2.55650 1.35775 -1.52836 -0.146 0.011 0.033 0.2881
H 1.12050 1.92320 -2.39628 0.039 -0.027 0.135 0.2921
H -1.04976 -2.06260 -0.33692 0.043 0.129 0.112 0.2988
H 0.16600 -1.11731 2.37826 -0.117 -0.090 -0.111 0.2497
H -0.72538 -2.70994 2.06985 0.006 0.215 -0.071 0.2426
```
Forces are in eV/Å.

Record 8
Computed, not measured: a single C5H6O molecule, with the ωB97M-V functional and the def2-TZVPD basis.

Output
2S+1: 1

```
12
Properties=species:S:1:pos:R:3:forces:R:3:mulliken_charge:R:1
C -1.89946 -1.13738 1.41628 0.663 0.003 -0.145 -0.0335
C -0.80633 -1.10904 0.89976 -0.509 0.259 0.269 -0.4775
C 0.40497 -0.67486 0.17365 -0.107 -0.042 0.325 -0.3856
C 0.37415 0.87550 0.14081 0.049 -0.246 -0.147 -0.6131
C 0.61253 1.35991 -1.27232 -0.018 -0.098 -0.264 0.0173
O 1.12455 0.69022 -2.13904 -0.187 0.377 0.417 -0.4834
H -2.85177 -1.08519 1.90690 0.308 -0.264 -0.171 0.3790
H 0.36622 -1.02799 -0.85356 -0.121 -0.088 -0.089 0.2809
H 1.35493 -1.07565 0.55186 -0.420 0.112 0.257 0.3269
H -0.61407 1.20585 0.49104 0.305 0.137 -0.263 0.3264
H 1.10539 1.35282 0.81534 -0.128 -0.217 -0.248 0.3062
H 0.23475 2.37295 -1.50800 0.166 0.067 0.059 0.3562
```
Forces are in eV/Å.

Record 9
Computed, not measured: a single C5H6O molecule in a non-equilibrium geometry, with the ωB97M-V functional and the def2-TZVPD basis.

Output
2S+1: 1

```
12
Properties=species:S:1:pos:R:3:forces:R:3:mulliken_charge:R:1
C -1.68135 -0.08846 0.06817 -0.106 -0.242 0.051 -1.1253
C -0.21680 0.19619 0.21830 0.836 -1.923 -0.659 0.3486
C 0.43937 1.31024 -0.20394 -0.519 -0.761 0.600 -0.0414
O 1.69973 1.31323 -0.47474 0.072 -2.119 0.905 -0.5892
C 1.97528 -0.68892 0.00617 -0.990 1.805 -0.482 -0.1312
C 0.80373 -1.17793 0.25534 -1.278 3.180 -0.256 -0.4834
H -2.27660 0.76750 -0.28024 0.418 -0.055 0.178 0.3576
H -2.14498 -0.46292 0.98528 -0.005 -0.045 -0.094 0.2707
H -1.76431 -0.84912 -0.71449 -0.354 -0.027 0.127 0.2851
H -0.16952 2.23608 -0.22154 0.592 -0.269 -0.268 0.2928
H 2.99304 -0.41213 -0.07580 0.564 -0.635 -0.029 0.4533
H 0.35215 -2.18025 0.43306 0.771 1.093 -0.073 0.3624
```
Forces are in eV/Å.

Record 10
Computed, not measured: a single C5H6O molecule in a non-equilibrium geometry, with the ωB97M-V functional and the def2-TZVPD basis.

Output
2S+1: 1

```
12
Properties=species:S:1:pos:R:3:forces:R:3:mulliken_charge:R:1
O 1.75030 0.45156 0.35924 3.267 0.956 0.073 -0.5767
C 0.85066 0.46062 -0.59153 1.565 0.354 3.942 0.8792
C -0.19499 1.34998 0.01601 -1.149 0.269 -0.184 -0.6640
C -0.23359 0.09452 0.83410 -2.395 0.451 -1.486 -0.1987
C -0.65291 -1.01029 -0.14662 -0.662 -0.447 0.198 -0.4674
C 0.52927 -0.78624 -1.06448 -1.078 -1.685 -1.645 -0.6046
H 0.21953 2.21984 0.52832 -0.081 -0.301 -0.263 0.2708
H -1.04932 1.55220 -0.61182 -0.436 0.046 0.002 0.2708
H -0.30443 0.06063 1.93554 1.274 0.029 -0.620 0.3629
H -1.64784 -0.83765 -0.56870 -0.101 -0.089 0.163 0.2294
H -0.57747 -2.02218 0.24334 -0.270 0.056 0.209 0.2695
H 1.31080 -1.53300 -0.93341 0.067 0.361 -0.389 0.2288
```
Forces are in eV/Å.

Respective energy above the lowest of the compared OMol25 structures with the same formula, charge and spin values: 1.9148, 5.5496, 4.2360, 4.7781, 5.1917, 4.2943, 2.6189, 2.0879, 4.1057, 6.6108 eV.